C7H12N2O5 in the gas phase at a distorted geometry. Source: the Open Molecules 2025 dataset; level of theory: the ωB97M-V functional and the def2-TZVPD basis.

Calculated values
**Structure (SMILES)**: C[C@H](NC(=O)[C@@H](N)CC(=O)O)C(=O)O
**Relative energy (zero: lowest compared OMol25 entry of this formula, charge and spin)**: 2.6171 eV
**Calculated total energy**: -20670.21480 eV
**F_max**: 0.134 hartree/bohr
**HOMO**: -9.509 eV
**Frontier orbital gap**: 9.9 eV

Last column: Mulliken charge in e.
Atoms and positions in Å:
C 1.703 -0.716 0.735  0.018
C 0.354 -0.800 -0.112  0.214
C 2.403 0.685 0.970  -0.649
C 2.266 1.486 -0.291  0.499
C -1.882 -0.106 -0.728  0.559
C -2.661 1.016 -0.134  0.142
C -2.492 -1.563 -0.558  -1.394
H 2.941 -1.379 -0.809  0.302
H 3.454 -1.495 0.634  0.286
H 1.278 -1.185 1.651  0.351
H 1.915 1.297 1.850  0.285
H 3.360 0.442 1.496  0.472
H 1.163 2.765 -1.256  0.369
H -0.664 0.988 0.471  0.227
H -1.755 0.193 -1.731  0.278
H -2.524 -1.714 0.535  0.332
H -3.463 -1.744 -0.890  0.441
H -1.661 -2.188 -0.973  0.360
H -4.124 0.988 1.162  0.323
N 2.606 -1.678 0.155  -0.660
N -0.647 0.133 0.073  -0.178
O 0.382 -1.632 -1.025  -0.611
O 3.030 1.265 -1.269  -0.593
O 1.288 2.418 -0.284  -0.447
O -2.505 2.156 -0.203  -0.467
O -3.763 0.368 0.530  -0.459